Molecular formula: C32H49As3N4O2ReSSi
Method: DFT, the ωB97M-V functional and the def2-TZVPD basis

Element x y z (Å)
1 Re 11.821 13.287 11.855
2 O 12.336 14.081 17.217
3 C 13.353 14.806 16.719
4 C 14.197 15.448 17.645
5 C 15.172 16.302 17.203
6 C 15.366 16.549 15.830
7 C 14.493 15.944 14.907
8 C 13.477 15.045 15.361
9 C 12.594 14.360 14.397
10 O 13.013 14.380 13.164
11 N 11.489 13.710 14.813
12 N 10.829 13.226 13.693
13 C 9.680 12.696 13.728
14 C 9.133 12.125 12.475
15 C 7.951 11.334 12.450
16 C 7.620 10.778 11.234
17 C 8.457 10.898 10.114
18 C 9.592 11.682 10.215
19 N 9.948 12.220 11.388
20 H 11.721 13.670 16.575
21 H 14.093 15.245 18.643
22 H 15.882 16.826 17.917
23 H 16.151 17.200 15.502
24 H 14.654 15.917 13.846
25 H 9.122 12.474 14.598
26 H 7.305 11.225 13.352
27 H 6.730 10.157 11.260
28 H 8.211 10.407 9.186
29 H 10.283 11.750 9.406
30 C 9.590 16.205 10.435
31 As 11.068 15.796 11.566
32 C 10.594 16.587 13.304
33 C 12.647 16.909 11.147
34 C 13.342 16.764 9.774
35 C 14.328 17.884 9.713
36 C 14.130 15.484 9.687
37 As 13.253 13.760 9.695
38 C 12.249 13.566 8.102
39 C 14.866 12.573 9.351
40 C 12.262 16.809 8.606
41 As 11.443 18.568 7.883
42 C 12.997 19.373 7.039
43 C 11.266 19.731 9.429
44 H 9.623 17.173 9.954
45 H 8.591 16.000 10.875
46 H 9.645 15.341 9.726
47 H 10.117 17.603 13.171
48 H 11.465 16.854 13.855
49 H 9.817 15.937 13.801
50 H 13.413 16.639 11.910
51 H 12.407 17.969 11.342
52 H 15.036 17.792 10.528
53 H 13.856 18.817 9.977
54 H 14.882 18.000 8.748
55 H 14.832 15.408 10.497
56 H 14.660 15.499 8.757
57 H 12.745 14.279 7.400
58 H 11.187 13.781 8.097
59 H 12.366 12.513 7.804
60 H 15.509 13.051 8.709
61 H 14.472 11.648 8.943
62 H 15.322 12.311 10.343
63 H 11.540 15.935 8.719
64 H 12.778 16.489 7.651
65 H 13.479 18.755 6.309
66 H 13.765 19.740 7.752
67 H 12.507 20.284 6.640
68 H 10.505 19.240 10.003
69 H 10.786 20.599 9.019
70 H 12.178 19.946 9.913
71 C 14.021 9.326 16.935
72 Si 13.371 9.775 15.267
73 C 11.490 10.201 15.365
74 C 13.471 8.290 14.126
75 C 14.420 11.247 14.616
76 C 15.373 11.830 15.335
77 C 16.299 12.782 14.814
78 C 16.185 13.064 13.505
79 N 15.197 12.570 12.730
80 C 14.309 11.725 13.300
81 S 12.855 11.300 12.209
82 H 13.301 8.838 17.533
83 H 14.512 10.055 17.623
84 H 14.829 8.542 16.667
85 H 11.072 9.318 15.895
86 H 11.172 10.253 14.371
87 H 11.228 11.137 15.880
88 H 12.956 7.488 14.599
89 H 14.488 7.860 13.818
90 H 12.980 8.592 13.194
91 H 15.625 11.648 16.423
92 H 16.964 13.177 15.511
93 H 16.874 13.793 12.993

Values from the calculation:
multiplicity: 4
total charge: +2
LUMO level (spin up / spin down): -0.2437 / -0.2734 Eh
Kohn-Sham gap (spin up / spin down): 0.23303 / 0.20332 Eh
expectation value of S²: 3.7749
HOMO level (spin up / spin down): -13.0 / -13.0 eV
ΔE to the lowest compared entry with this formula, charge and spin: 24.4 kcal/mol